Here is a 2-piece molecular cluster, C4H14N3 overall from the OMol25 dataset. Energies are from ωB97M-V with the def2-TZVPD basis set.

Bonds (Å) are listed after each position.
Positions of all 21 atoms, in Å:
1 C 0.53933 1.89356 1.73186  N3 1.462, H11 1.094, H12 1.092, H13 1.075
2 C 0.61592 0.97752 -0.52626  N3 1.310, N4 1.337, N5 1.331
3 N 0.15626 1.86541 0.32071  C1 1.462, C2 1.310, H6 1.005
4 N 0.36346 1.12852 -1.83049  C2 1.337, H7 1.007, H8 1.002
5 N 1.59886 0.15431 -0.16843  C2 1.331, H9 1.005, H10 1.004
6 H -0.43054 2.58029 -0.07312  N3 1.005
7 H -0.40196 1.67251 -2.19427  N4 1.007
8 H 0.71533 0.50531 -2.53248  N4 1.002
9 H 1.87548 0.14149 0.79811  N5 1.005
10 H 2.02689 -0.51947 -0.77729  N5 1.004
11 H 1.62206 2.04421 1.76985  C1 1.094
12 H 0.36234 0.92356 2.20182  C1 1.092
13 H -0.03045 2.63493 2.26258  C1 1.075
14 C -0.70017 -2.24191 -0.64586  C15 1.525, H16 1.088, H17 1.087, H18 1.092
15 C -1.60745 -1.68602 0.44727  C14 1.525, H19 1.086, H20 1.095, H21 1.086
16 H -1.25881 -2.85923 -1.34602  C14 1.088
17 H -0.13342 -1.53270 -1.24369  C14 1.087
18 H 0.09264 -2.94450 -0.38216  C14 1.092
19 H -2.07816 -0.79011 0.05329  C15 1.086
20 H -1.00702 -1.51641 1.34704  C15 1.095
21 H -2.32058 -2.43130 0.78755  C15 1.086

Net charge: +1
Max |F| in eV/Å: 2.4
Gap between HOMO and LUMO in eV: 11.837
E_tot in hartree: -324.84988
HOMO level in eV: -14.9

These are the natural (NBO) partial charges, in e, on atoms 1 to 5: C -0.430; C 0.678; N -0.537; N -0.767; N -0.760